57
Properties=species:S:1:pos:R:3:lowdin_charge:R:1 method="wB97M-V/def2-TZVPD" homo_energy_ha="-0.21522 / -0.21515" total_energy_ha=-2076.50454
Os 0.31 -1.29 -0.07 1.349
C -1.87 -2.35 -1.78 -0.059
N -1.62 -1.18 -0.92 -0.293
C -1.56 0.11 -1.62 -0.178
C -0.41 0.13 -2.58 -0.152
N 0.75 -0.18 -1.81 -0.272
C 1.20 -1.59 -1.73 -0.252
C 1.86 0.59 -2.26 -0.307
C 2.30 0.80 -3.56 -0.022
C 3.43 1.58 -3.79 -0.082
C 4.13 2.15 -2.70 -0.080
C 3.69 1.92 -1.40 -0.074
C 2.56 1.14 -1.21 -0.502
S 1.86 0.73 0.28 1.055
C -2.89 -1.08 -0.16 -0.290
C -4.14 -0.65 -0.65 -0.028
C -5.26 -0.63 0.19 -0.093
C -5.15 -1.05 1.52 -0.088
C -3.93 -1.52 2.00 -0.094
C -2.83 -1.53 1.14 -0.629
S -1.33 -2.12 1.58 0.837
H -2.73 -2.21 -2.44 0.106
H -2.03 -3.27 -1.19 0.108
H -1.03 -2.57 -2.44 0.070
H -1.44 0.92 -0.89 0.135
H -2.44 0.33 -2.23 0.122
H -0.38 1.14 -3.02 0.152
H -0.55 -0.57 -3.42 0.132
H 1.08 -2.09 -2.69 0.131
H 0.66 -2.14 -0.96 -0.189
H 2.26 -1.69 -1.46 0.121
H 1.77 0.35 -4.39 0.110
H 3.78 1.75 -4.80 0.097
H 5.01 2.75 -2.87 0.099
H 4.21 2.34 -0.54 0.106
H -4.27 -0.35 -1.68 0.101
H -6.21 -0.28 -0.19 0.096
H -6.01 -1.03 2.18 0.101
H -3.83 -1.86 3.02 0.105
C -1.12 2.15 1.98 0.015
C -0.23 0.99 1.64 -0.401
O -0.58 0.31 0.68 -0.318
C 1.01 0.73 2.47 -0.249
C 1.89 -0.35 2.22 -0.320
C 3.02 -0.55 3.01 -0.019
C 3.30 0.31 4.07 -0.071
C 2.45 1.37 4.35 -0.088
C 1.32 1.58 3.56 -0.022
H -1.99 2.21 1.28 0.097
H -0.55 3.10 1.90 0.104
H -1.52 2.04 3.01 0.106
H 1.74 -1.04 1.42 -0.273
H 3.69 -1.38 2.80 0.118
H 4.18 0.14 4.69 0.103
H 2.67 2.04 5.17 0.096
H 0.69 2.42 3.81 0.102
O 1.06 -1.59 1.47 -0.425

---

135
Properties=species:S:1:pos:R:3:lowdin_charge:R:1 method="wB97M-V/def2-TZVPD" homo_energy_ha=-0.54780 total_energy_ha=-4889.93932 total_charge=+3
C 2.83 2.44 -0.75 -0.049
C 3.20 1.48 0.37 -0.162
N 4.37 0.72 0.00 -0.043
C 5.67 1.00 0.39 0.021
C 6.44 0.03 -0.12 0.012
N 5.61 -0.78 -0.87 -0.060
C 4.38 -0.38 -0.70 -0.063
C 5.99 -1.94 -1.66 0.025
H 1.77 2.70 -0.69 0.058
H 3.07 2.05 -1.74 0.073
H 3.30 3.41 -0.58 0.083
H 2.35 0.81 0.53 0.096
H 3.37 1.90 1.35 0.124
H 5.80 1.79 1.11 0.146
H 7.51 -0.09 -0.10 0.143
H 3.50 -0.86 -1.10 0.161
H 5.40 -1.90 -2.56 0.099
H 5.88 -2.88 -1.14 0.095
H 7.06 -1.86 -1.86 0.107
C 1.23 -0.69 -3.96 -0.053
C 0.02 -0.10 -4.68 -0.144
N 0.27 1.27 -5.11 -0.038
C 0.67 2.29 -4.29 0.010
C 0.80 3.37 -5.09 -0.007
N 0.35 3.03 -6.32 -0.086
C 0.11 1.73 -6.33 -0.016
C 0.30 3.99 -7.44 0.048
H 2.19 -0.33 -4.38 0.093
H 1.37 -1.75 -4.15 0.090
H 1.25 -0.41 -2.91 0.056
H -0.79 -0.21 -3.95 0.108
H -0.19 -0.72 -5.55 0.133
H 0.94 2.12 -3.27 0.126
H 1.18 4.36 -4.88 0.147
H -0.47 1.31 -7.13 0.177
H 1.21 4.58 -7.50 0.109
H -0.55 4.64 -7.20 0.108
H 0.05 3.47 -8.36 0.105
C 4.47 -4.37 6.60 -0.049
C 3.25 -4.92 5.86 -0.149
N 3.24 -4.44 4.48 -0.053
C 4.11 -4.76 3.50 -0.003
C 3.89 -3.92 2.47 0.008
N 2.84 -3.14 2.84 -0.040
C 2.38 -3.53 4.02 -0.007
C 2.34 -1.99 2.11 0.007
H 4.37 -3.32 6.84 0.084
H 5.37 -4.64 6.05 0.078
H 4.54 -4.92 7.55 0.088
H 2.37 -4.60 6.42 0.124
H 3.30 -6.01 5.82 0.130
H 4.79 -5.59 3.61 0.148
H 4.47 -3.78 1.58 0.132
H 1.63 -3.11 4.66 0.140
H 1.60 -2.33 1.38 0.090
H 3.08 -1.35 1.66 0.083
H 1.75 -1.35 2.76 0.066
C -2.39 3.65 -1.05 -0.069
C -2.79 3.39 0.39 -0.141
N -1.98 4.13 1.37 -0.030
C -2.29 5.33 1.97 -0.006
C -1.24 5.69 2.71 0.005
N -0.26 4.76 2.50 -0.059
C -0.75 3.84 1.72 -0.035
C 1.14 4.77 2.93 0.047
H -1.41 3.30 -1.39 0.051
H -2.41 4.71 -1.29 0.085
H -3.04 3.07 -1.72 0.070
H -2.73 2.34 0.67 0.097
H -3.78 3.81 0.55 0.126
H -3.25 5.78 1.79 0.142
H -1.09 6.54 3.35 0.149
H -0.29 2.88 1.47 0.155
H 1.72 4.13 2.28 0.088
H 1.20 4.33 3.92 0.105
H 1.51 5.79 2.96 0.109
C -3.97 -1.48 -3.36 -0.059
C -3.88 -0.16 -4.08 -0.173
N -5.12 0.60 -3.93 -0.027
C -5.83 0.88 -2.79 -0.007
C -6.77 1.80 -3.08 0.019
N -6.61 2.10 -4.42 -0.076
C -5.60 1.39 -4.88 -0.017
C -7.42 2.99 -5.25 0.030
H -4.95 -1.89 -3.64 0.096
H -4.12 -1.36 -2.28 0.065
H -3.16 -2.19 -3.40 0.095
H -3.59 -0.32 -5.12 0.130
H -3.07 0.49 -3.72 0.115
H -5.61 0.50 -1.81 0.139
H -7.46 2.33 -2.45 0.145
H -5.31 1.43 -5.92 0.176
H -8.10 2.42 -5.88 0.113
H -6.81 3.60 -5.91 0.107
H -7.96 3.71 -4.64 0.108
C -4.31 -3.20 0.82 -0.044
C -4.79 -2.15 1.79 -0.150
N -3.93 -2.15 2.99 -0.041
C -4.08 -3.07 4.00 0.007
C -3.06 -2.88 4.83 0.002
N -2.41 -1.74 4.43 -0.059
C -3.00 -1.31 3.34 -0.038
C -1.14 -1.22 4.90 0.031
H -3.29 -2.91 0.54 0.075
H -4.85 -3.15 -0.12 0.077
H -4.27 -4.18 1.28 0.087
H -5.79 -2.38 2.16 0.128
H -4.74 -1.15 1.37 0.117
H -4.92 -3.74 3.95 0.148
H -2.73 -3.48 5.66 0.146
H -2.57 -0.57 2.68 0.144
H -1.31 -0.60 5.79 0.115
H -0.76 -0.48 4.20 0.083
H -0.41 -1.96 5.22 0.091
P 2.76 -4.11 -1.57 0.112
F 3.99 -5.11 -1.52 -0.124
F 2.22 -4.76 -0.17 -0.172
F 3.62 -3.02 -0.68 -0.218
F 1.56 -3.03 -1.52 -0.176
F 3.32 -3.46 -2.93 -0.154
F 1.87 -5.14 -2.37 -0.119
P -0.78 -0.18 0.11 0.182
F -0.94 -1.58 0.85 -0.118
F -0.15 0.61 1.37 -0.158
F 0.70 -0.48 -0.38 -0.127
F -0.80 1.30 -0.64 -0.203
F -1.45 -0.86 -1.20 -0.159
F -2.32 0.22 0.63 -0.217
P 2.42 0.76 4.89 0.154
F 3.48 0.32 3.73 -0.179
F 3.54 0.95 6.00 -0.117
F 2.74 2.31 4.45 -0.185
F 1.30 1.11 5.96 -0.136
F 1.27 0.69 3.72 -0.213
F 2.22 -0.81 5.25 -0.172

---

9
Properties=species:S:1:pos:R:3:lowdin_charge:R:1 method="wB97M-V/def2-TZVPD" smiles="O=C1CCO1" homo_energy_ha=-0.39112 total_energy_ha=-267.15437
C -1.16 -0.25 -0.11 -0.529
C -0.02 0.82 -0.11 -0.019
C 0.88 -0.53 0.10 -0.108
H -0.18 1.54 0.73 0.112
H 0.22 1.35 -1.10 0.126
H 1.80 -0.69 -0.60 0.140
H 1.10 -0.63 1.23 0.130
O -2.32 -0.29 0.05 0.154
O -0.33 -1.32 -0.19 -0.005

---

8
Properties=species:S:1:pos:R:3:lowdin_charge:R:1 method="wB97M-V/def2-TZVPD" homo_energy_ha="-0.60580 / -0.55957" total_energy_ha=-394.34031 total_charge=+1
C -0.73 -0.98 1.72 0.363
N 0.85 1.04 -1.84 -0.146
O -0.11 1.66 -1.97 0.351
O 1.96 0.89 -1.93 0.388
O 0.38 -0.29 -0.44 -0.067
O -0.67 -0.20 0.34 -0.068
H 0.01 -1.56 2.16 0.084
H -1.69 -0.56 1.96 0.095

---

18
Properties=species:S:1:pos:R:3:lowdin_charge:R:1 method="wB97M-V/def2-TZVPD" homo_energy_ha=-0.28915 total_energy_ha=-381.01441
C 0.70 -1.87 -2.01 -0.157
C 0.07 -0.57 -1.92 -0.239
C -0.49 1.51 0.80 -0.265
C 0.62 0.96 1.57 -0.153
C -0.81 0.61 2.04 -0.230
H 0.20 -2.72 -2.50 0.038
H 0.84 -2.33 -0.73 0.177
H 1.71 -1.92 -2.72 0.111
H -0.31 0.02 -2.82 0.129
H -1.57 1.50 -1.15 0.210
H -0.48 2.63 1.28 0.178
H 1.17 1.59 2.20 0.074
H 1.35 0.35 1.02 0.107
H -1.11 0.80 3.17 0.171
H -0.36 -0.88 1.23 0.007
N 0.18 0.05 -0.72 -0.037
N -0.70 1.08 -0.60 -0.059
O -1.02 -0.82 1.89 -0.063

---

53
Properties=species:S:1:pos:R:3:lowdin_charge:R:1 method="wB97M-V/def2-TZVPD" smiles="Cc1cc(OCC(=O)NCCCN2CCOCC2)c2c(C)cc(=O)oc2c1" homo_energy_ha=-0.30057 total_energy_ha=-1263.43661
C -0.08 -1.21 -3.24 -0.033
C 0.83 -0.66 -2.19 -0.266
C 1.84 -1.44 -1.66 0.029
C 2.70 -0.91 -0.70 -0.173
C 2.59 0.42 -0.25 -0.021
C 1.55 1.20 -0.81 -0.177
C 0.68 0.65 -1.74 0.022
H -0.13 1.24 -2.14 0.114
O 1.44 2.49 -0.37 -0.074
C 0.49 3.34 -0.98 -0.083
C -0.95 3.05 -0.54 -0.495
O -1.90 3.18 -1.29 0.069
N -1.04 2.70 0.75 0.080
H -0.19 2.58 1.28 0.146
C -2.29 2.40 1.42 -0.174
H -3.08 2.61 0.70 0.122
C -2.36 0.96 1.91 -0.156
H -3.27 0.82 2.48 0.117
H -1.51 0.75 2.57 0.107
C -2.37 -0.04 0.74 -0.195
N -2.69 -1.37 1.24 -0.172
C -3.50 -2.19 0.36 -0.160
C -2.68 -2.76 -0.80 -0.191
O -1.59 -3.52 -0.33 -0.131
C -0.75 -2.75 0.51 -0.184
H 0.02 -3.42 0.87 0.130
C -1.54 -2.14 1.68 -0.150
H -0.88 -1.51 2.28 0.118
H -1.91 -2.95 2.32 0.126
H -0.28 -1.95 -0.08 0.098
H -3.28 -3.45 -1.40 0.126
H -2.32 -1.94 -1.44 0.109
H -4.33 -1.60 -0.02 0.121
H -3.89 -3.01 0.96 0.125
H -1.41 0.00 0.21 0.109
H -3.15 0.26 0.04 0.129
H -2.40 3.09 2.27 0.121
H 0.55 3.31 -2.08 0.139
H 0.75 4.35 -0.65 0.145
C 3.56 0.87 0.72 -0.173
C 4.49 -0.01 1.16 0.056
C 4.57 -1.38 0.71 -0.448
O 5.37 -2.20 1.08 0.114
O 3.64 -1.76 -0.23 0.132
H 5.24 0.28 1.87 0.125
C 3.58 2.27 1.23 -0.025
H 3.67 2.98 0.41 0.093
H 2.65 2.50 1.76 0.087
H 4.41 2.41 1.91 0.085
H 1.99 -2.46 -1.96 0.137
H -0.34 -2.25 -3.01 0.081
H -0.98 -0.62 -3.33 0.081
H 0.43 -1.21 -4.20 0.091

---

17
Properties=species:S:1:pos:R:3:lowdin_charge:R:1 method="wB97M-V/def2-TZVPD" homo_energy_ha=-0.29117 total_energy_ha=-380.81182
C 5.64 0.72 0.30 0.125
C 4.58 0.17 0.10 -0.158
C 0.00 0.49 -0.10 -0.142
C 3.58 -0.66 -0.31 -0.019
C 0.19 -0.82 -0.12 -0.305
C -0.89 -1.94 0.05 -0.019
C -1.25 1.29 -0.19 -0.109
N 2.41 -0.72 0.02 -0.001
N 1.41 -1.38 0.22 0.077
H 6.29 1.52 0.36 0.013
H 0.90 1.12 -0.23 0.106
H -0.35 -2.86 0.03 0.053
H -1.41 -1.99 -0.89 0.069
H -1.57 -1.85 0.85 0.062
H -0.84 2.26 -0.52 0.070
H -1.84 1.51 0.69 0.064
H -2.01 0.80 -0.94 0.116

---

103
Properties=species:S:1:pos:R:3:lowdin_charge:R:1 method="wB97M-V/def2-TZVPD" homo_energy_ha=-0.19297 total_energy_ha=-14681.68347 total_charge=-1
Y -1.30 -1.43 -0.79 1.243
C 4.97 3.11 0.04 -0.071
C 3.71 3.89 -0.36 -0.560
C 4.03 4.70 -1.62 -0.052
C 3.37 4.85 0.79 -0.050
C 2.53 2.96 -0.62 -0.178
C 2.59 1.58 -0.50 -0.067
C 1.47 0.80 -0.74 -0.384
Se 1.66 -1.10 -0.49 1.130
C 1.46 -1.21 1.42 -0.401
C 2.58 -1.48 2.19 -0.075
C 2.47 -1.65 3.57 -0.186
C 1.19 -1.54 4.12 -0.004
C 0.05 -1.29 3.37 -0.094
C 0.17 -1.11 1.98 -0.380
O -0.87 -0.87 1.20 -0.305
C -1.34 -1.23 4.03 -0.524
C -1.28 -1.47 5.54 -0.071
C -2.25 -2.31 3.44 -0.050
C -1.96 0.16 3.81 -0.044
C 3.71 -1.98 4.39 -0.558
C 3.37 -2.20 5.87 -0.067
C 4.72 -0.83 4.29 -0.053
C 4.34 -3.27 3.85 -0.048
C 0.23 1.34 -1.13 -0.342
O -0.79 0.55 -1.36 -0.281
C 0.15 2.76 -1.23 -0.079
C 1.30 3.50 -0.99 -0.001
C -1.12 3.54 -1.62 -0.528
C -2.40 2.71 -1.77 -0.062
C -1.41 4.61 -0.56 -0.054
C -0.87 4.23 -2.97 -0.048
H 5.79 3.80 0.21 0.081
H 5.27 2.41 -0.75 0.086
H 4.81 2.54 0.96 0.085
H 4.87 5.37 -1.44 0.079
H 3.18 5.31 -1.93 0.074
H 4.29 4.04 -2.45 0.089
H 4.21 5.52 0.99 0.080
H 3.14 4.30 1.70 0.091
H 2.50 5.47 0.54 0.074
H 3.51 1.09 -0.21 0.091
H 3.54 -1.57 1.70 0.099
H 1.08 -1.69 5.18 0.081
H -0.84 -2.44 5.78 0.078
H -2.29 -1.46 5.95 0.081
H -0.70 -0.69 6.05 0.084
H -1.78 -3.30 3.51 0.040
H -2.46 -2.12 2.39 0.051
H -3.20 -2.34 3.99 0.083
H -1.35 0.93 4.29 0.086
H -2.96 0.19 4.26 0.080
H -2.04 0.39 2.75 0.070
H 2.94 -1.31 6.32 0.084
H 4.29 -2.45 6.41 0.081
H 2.67 -3.03 6.00 0.081
H 4.29 0.09 4.68 0.086
H 5.01 -0.65 3.25 0.074
H 5.62 -1.07 4.86 0.079
H 3.62 -4.10 3.89 0.060
H 5.22 -3.54 4.45 0.081
H 4.66 -3.16 2.82 0.078
H 1.23 4.57 -1.09 0.097
H -2.65 2.20 -0.84 0.085
H -2.31 1.95 -2.54 0.070
H -3.22 3.38 -2.03 0.081
H -1.56 4.14 0.42 0.092
H -2.31 5.16 -0.82 0.080
H -0.60 5.33 -0.45 0.069
H -0.68 3.49 -3.75 0.083
H -0.01 4.90 -2.93 0.074
H -1.74 4.82 -3.26 0.080
N -2.97 1.10 -8.61 0.087
C -2.75 0.33 -7.48 -0.323
C -3.29 -0.95 -7.38 -0.033
C -3.04 -1.74 -6.27 -0.050
C -2.24 -1.25 -5.25 -0.286
C -1.69 0.02 -5.33 -0.048
C -1.94 0.81 -6.44 -0.027
S -1.97 -2.20 -3.80 0.577
O -0.63 -1.84 -3.32 -0.377
O -2.25 -3.57 -4.09 -0.282
N -2.89 -1.58 -2.65 -0.180
C -3.88 -2.27 -2.05 -0.488
N -3.73 -2.25 -0.70 0.040
C -4.62 -2.90 0.04 -0.114
C -5.68 -3.58 -0.53 -0.050
C -5.76 -3.53 -1.92 -0.120
N -4.89 -2.88 -2.68 0.147
H -3.81 0.88 -9.12 0.083
H -2.87 2.10 -8.47 0.084
H -3.91 -1.33 -8.18 0.108
H -3.46 -2.73 -6.18 0.115
H -1.06 0.39 -4.53 0.113
H -1.51 1.80 -6.52 0.109
H -4.45 -2.89 1.12 0.112
H -6.39 -4.12 0.07 0.098
H -6.56 -4.03 -2.44 0.108
Se 0.54 -5.16 3.90 -0.034
Sb 0.52 -5.91 1.67 -0.118
Se -1.87 -6.06 0.62 -0.028
Se 2.07 -7.28 0.55 -0.123
Se -0.56 -4.17 -0.05 -0.033